Run w
Computed, not measured: one molecule with the formula C4H10NO2P, with ωB97M-V/def2-TZVPD.

The SMILES is CN1CCC[P@]1(=O)O. The highest occupied orbital energy comes out at -9.42 eV. As for the LUMO energy: 0.7 eV.

```
! RIJCOSX wB97M-V def2-TZVPD def2/J DEFGRID3
* xyz 0 1
C 0.04 2.27 -0.06
N -0.05 0.92 0.45
C -1.23 0.16 -0.01
C -1.00 -1.38 0.04
C 0.37 -1.80 -0.55
P 1.27 -0.15 -0.09
O 2.19 0.39 -1.08
O 2.02 -0.44 1.30
H -0.59 2.92 0.55
H 1.08 2.59 0.03
H -0.26 2.36 -1.11
H -1.49 0.44 -1.04
H -2.09 0.41 0.63
H -1.05 -1.71 1.08
H -1.83 -1.86 -0.49
H 0.37 -1.90 -1.63
H 0.82 -2.65 -0.06
H 1.44 -0.57 2.04
*
```

Run x
Computed, not measured: one molecule with the formula C4H10NO2P, with ωB97M-V/def2-TZVPD.

The SMILES is CN1CCO[P@@H](=O)C1. The highest occupied orbital energy comes out at -8.74 eV. As for the LUMO energy: 0.8 eV.

```
! RIJCOSX wB97M-V def2-TZVPD def2/J DEFGRID3
* xyz 0 1
C 1.75 1.07 -0.41
N 0.55 0.33 -0.01
C 0.69 -1.07 0.43
C -0.40 -1.91 -0.22
O -1.67 -1.35 0.06
P -1.97 0.39 -0.25
O -3.29 0.76 0.32
C -0.46 1.12 0.61
H 2.13 1.36 0.52
H 2.42 0.45 -0.97
H 1.42 1.92 -1.05
H 0.67 -1.09 1.48
H 1.63 -1.61 0.29
H -0.11 -1.90 -1.28
H -0.33 -2.91 0.19
H -2.16 0.93 -1.51
H -0.46 1.42 1.71
H -0.41 2.10 0.08
*
```

Which of them is most stable, and which least? Most stable: run w; least stable: run x.

Run w
Computed, not measured: a 2-piece molecular cluster, C2H4OP2 overall, with ωB97M-V/def2-TZVPD.

The highest occupied orbital energy comes out at -9.22 eV. As for the LUMO energy: -0.8 eV.

```
! RIJCOSX wB97M-V def2-TZVPD def2/J DEFGRID3
* xyz 0 1
C 0.53 -2.83 0.84
C -0.01 -1.76 0.56
O -1.04 0.33 -1.84
P 0.73 1.34 0.06
P -1.16 0.47 -0.25
H 0.68 -3.80 1.25
H -1.75 -0.26 -2.00
H 0.28 1.35 1.35
H 0.22 2.67 -0.49
*
```

Run x
Computed, not measured: one molecule with the formula C2H4OP2, with ωB97M-V/def2-TZVPD.

The SMILES is C#CP(O)#[PH2]. The highest occupied orbital energy comes out at -8.76 eV. As for the LUMO energy: 0.0 eV.

```
! RIJCOSX wB97M-V def2-TZVPD def2/J DEFGRID3
* xyz 0 1
C 2.20 -0.12 0.21
C 1.08 -0.54 0.44
P -0.59 -0.92 0.82
O -0.76 -2.25 -0.52
P -1.74 0.88 0.17
H 3.26 -0.29 -0.06
H 0.07 -2.64 -0.38
H -2.33 0.82 1.53
H -2.56 0.06 -0.64
*
```

Which of them is most stable, and which least? Most stable: run x; least stable: run w.

Run w
Computed, not measured: a 2-piece molecular cluster, H5N4O overall, with ωB97M-V/def2-TZVPD.

The highest occupied orbital energy comes out at -1.66 eV. As for the LUMO energy: 5.0 eV.

```
! RIJCOSX wB97M-V def2-TZVPD def2/J DEFGRID3
* xyz -1 1
N -2.51 -0.66 0.14
N 0.63 0.93 0.15
N -1.44 0.09 -0.10
N -0.33 0.13 0.52
O 2.80 -0.62 0.08
H -2.27 -1.24 0.96
H 2.06 0.06 0.15
H 2.31 -1.45 0.03
H 0.35 1.50 -0.68
H -1.59 0.73 -0.92
*
```

Run x
Computed, not measured: H5N4O as an isolated structure, with ωB97M-V/def2-TZVPD.

The highest occupied orbital energy comes out at -2.46 eV. As for the LUMO energy: 5.1 eV.

```
! RIJCOSX wB97M-V def2-TZVPD def2/J DEFGRID3
* xyz -1 1
N -0.76 1.33 -0.14
N 0.28 -1.86 -0.75
N 0.18 0.27 -0.51
N -0.27 -0.89 -0.13
O -1.20 -1.02 0.72
H -1.58 0.79 0.16
H -0.98 1.86 -0.94
H 0.00 -2.71 -0.42
H 1.83 1.30 0.99
H 2.52 0.93 1.03
*
```

Which of them is most stable, and which least? Most stable: run w; least stable: run x.